# 1
Computed, not measured: one molecule with the formula C6H13P, with ωB97M-V/def2-TZVPD.

The geometry in ORCA input format:
```
! wB97M-V def2-TZVPD RIJCOSX def2/J DEFGRID3
* xyz 0 1
C -2.774 1.080 0.285
P -1.308 1.876 0.451
C -0.266 0.410 0.614
C 1.064 0.966 1.310
C 0.045 -0.486 -0.649
C 0.361 -1.896 -0.115
C 1.174 0.039 -1.602
H -3.540 1.802 0.141
H -2.936 0.073 0.215
H -0.733 -0.291 1.350
H 1.499 1.702 0.723
H 1.865 0.272 1.499
H 0.701 1.405 2.280
H -0.948 -0.570 -1.188
H 0.761 -1.920 0.969
H 1.009 -2.597 -0.634
H -0.608 -2.508 -0.070
H 2.162 0.266 -1.019
H 1.038 1.023 -2.095
H 1.435 -0.647 -2.464
*
```

The value obtained for the LUMO energy is 0.34 eV. Its molecular weight is 116.14 u. For the HOMO-LUMO gap, the calculation gives 0.355 hartree. The calculation puts the HOMO energy at -9.3 eV. For the energy above the lowest of the compared OMol25 structures with the same formula, charge and spin, the calculation gives 34.1 kcal per mole. The value obtained for the largest force on an atom is 4.1 eV Å⁻¹. As for the structure (SMILES): C=P[C@H](C)C(C)C.

=====

# 2
Computed, not measured: a 28-piece molecular cluster, C2H62B3NO30 overall, with ωB97M-V/def2-TZVPD.

The geometry in ORCA input format:
```
! wB97M-V def2-TZVPD RIJCOSX def2/J DEFGRID3
* xyz 0 1
C 1.187 -2.852 0.343
C 1.963 -1.407 0.205
N 1.788 -0.731 -1.144
B 2.084 0.762 -0.893
O 1.056 1.842 -1.092
B 1.164 2.776 0.084
O 2.556 3.300 0.322
B 3.311 2.041 0.656
O 3.487 1.059 -0.435
H 0.484 -2.758 1.302
H 0.561 -3.158 -0.610
H 1.927 -3.759 0.579
H 3.118 -1.535 0.479
H 1.542 -0.656 1.028
H 0.813 -0.816 -1.510
H 0.251 3.030 0.784
H 3.663 1.905 1.771
O 2.403 -1.483 3.172
H 3.350 -1.685 3.193
H 2.163 -1.385 4.106
O 0.524 1.441 3.288
H 1.102 0.685 3.473
H 0.961 2.183 3.732
O 0.772 -5.633 -0.709
H 0.423 -6.537 -0.713
H 1.087 -5.500 -1.615
O -0.565 -7.625 1.041
H -1.492 -7.343 1.013
H -0.155 -7.015 1.672
O -1.444 -7.636 -1.807
H -1.232 -7.896 -0.898
H -1.492 -8.477 -2.286
O -1.734 3.128 2.876
H -1.124 2.381 2.781
H -1.777 3.511 1.987
O 1.607 3.419 5.162
H 2.562 3.330 5.022
H 1.531 4.147 5.796
O -2.199 2.132 -0.887
H -2.507 2.996 -1.198
H -1.243 2.154 -1.047
O 5.552 4.248 -0.045
H 4.614 4.016 -0.113
H 5.585 5.175 -0.324
O -3.904 1.968 -3.564
H -3.692 1.709 -2.655
H -3.951 1.127 -4.043
O -2.429 -0.423 -3.908
H -1.852 -1.179 -3.723
H -1.992 0.319 -3.464
O -1.841 -5.286 2.177
H -2.215 -4.725 1.481
H -2.194 -4.909 2.997
O 0.877 5.403 -1.802
H 1.454 4.647 -1.618
H 1.314 6.146 -1.359
O 1.728 3.756 -4.621
H 1.353 4.316 -5.317
H 1.375 4.133 -3.801
O 0.479 6.364 -6.248
H -0.177 7.076 -6.205
H 1.155 6.706 -6.852
O 4.662 3.760 4.268
H 4.690 4.651 3.889
H 5.588 3.473 4.260
O -7.098 2.929 -3.136
H -7.070 3.820 -3.514
H -6.172 2.642 -3.144
O 1.379 -9.288 2.198
H 1.840 -9.924 1.632
H 0.689 -8.921 1.625
O -8.972 0.837 -1.072
H -9.628 1.549 -1.028
H -8.295 1.179 -1.675
O -9.184 3.913 -5.609
H -8.972 3.653 -4.700
H -9.231 3.072 -6.088
O 2.843 -10.623 4.897
H 2.468 -10.063 4.201
H 2.490 -10.246 5.717
O -1.103 -1.666 -6.274
H -1.478 -1.106 -6.970
H -1.456 -1.289 -5.454
O 1.999 0.907 6.585
H 1.624 1.468 5.890
H 1.646 1.285 7.405
O -1.332 -1.914 -1.246
H -2.289 -1.863 -1.099
H -1.212 -2.753 -1.715
O -0.089 -3.914 -4.504
H 0.521 -4.660 -4.600
H -0.132 -3.531 -5.393
O 2.933 5.913 1.720
H 3.145 5.654 2.629
H 2.886 5.072 1.242
O 2.583 4.449 7.419
H 3.434 4.018 7.251
H 2.579 4.596 8.377
*
```

The value obtained for the LUMO energy is -0.21 eV. Its molecular weight is 612.93 u. For the HOMO-LUMO gap, the calculation gives 0.332 hartree. The calculation puts the HOMO energy at -9.2 eV. The value obtained for the largest force on an atom is 5.2 eV Å⁻¹.

=====

# 3
Computed, not measured: a 2-piece molecular cluster, C4H10O2 overall, with ωB97M-V/def2-TZVPD.

The geometry in ORCA input format:
```
! wB97M-V def2-TZVPD RIJCOSX def2/J DEFGRID3
* xyz 0 1
C -2.671 0.084 -0.753
C -1.938 0.141 0.360
O -1.323 1.257 0.864
H -3.677 -0.312 -0.804
H -2.484 0.837 -1.518
H -2.031 -0.696 1.058
H -0.351 1.075 0.814
C 1.564 -1.092 -0.334
C 1.650 0.432 -0.193
O 1.320 0.915 1.125
H 1.215 -1.361 -1.328
H 0.934 -1.533 0.443
H 2.538 -1.561 -0.188
H 2.704 0.673 -0.347
H 1.048 0.956 -0.930
H 1.502 0.188 1.731
*
```

The value obtained for the LUMO energy is 0.80 eV. Its molecular weight is 90.12 u. For the HOMO-LUMO gap, the calculation gives 0.358 hartree. The calculation puts the HOMO energy at -9.0 eV. For the energy above the lowest of the compared OMol25 structures with the same formula, charge and spin, the calculation gives 57.7 kcal per mole. The value obtained for the largest force on an atom is 2.2 eV Å⁻¹. As for the structure (SMILES): C=CO.CCO.

=====

# 4
Computed, not measured: a 3-piece molecular cluster, C21H23NO3 overall, with ωB97M-V/def2-TZVPD.

The geometry in ORCA input format:
```
! wB97M-V def2-TZVPD RIJCOSX def2/J DEFGRID3
* xyz 0 1
N -0.524 -0.082 5.908
C -0.216 -1.127 4.948
O -1.431 -1.806 4.575
C -1.804 -1.530 3.312
O -2.647 -0.750 3.034
O -1.170 -2.305 2.407
C -0.523 -1.564 1.362
C 0.488 -2.444 0.678
C 0.305 -3.826 0.657
C 1.234 -4.614 -0.014
C 2.327 -4.038 -0.652
C 2.515 -2.663 -0.613
C 1.591 -1.874 0.058
H 0.180 -0.095 6.634
H -0.525 0.818 5.450
H 0.473 -1.849 5.370
H 0.251 -0.689 4.067
H -1.279 -1.312 0.616
H -0.085 -0.630 1.706
H -0.531 -4.289 1.152
H 1.089 -5.683 -0.029
H 3.021 -4.690 -1.160
H 3.369 -2.223 -1.102
H 1.717 -0.800 0.106
C -2.575 2.984 -2.152
C -3.039 2.353 -3.298
C -3.508 1.048 -3.231
C -3.510 0.372 -2.018
C -3.039 1.001 -0.874
C -2.573 2.307 -0.940
H -2.215 4.004 -2.203
H -3.037 2.879 -4.245
H -3.872 0.557 -4.124
H -3.877 -0.645 -1.965
H -3.037 0.474 0.073
H -2.208 2.798 -0.047
C 3.404 2.713 -2.875
C 3.712 2.529 -1.534
C 2.697 2.307 -0.614
C 1.374 2.273 -1.034
C 1.065 2.464 -2.373
C 2.081 2.683 -3.294
H 4.196 2.881 -3.594
H 4.744 2.558 -1.207
H 2.938 2.160 0.432
H 0.581 2.097 -0.318
H 0.032 2.439 -2.698
H 1.841 2.829 -4.339
*
```

The value obtained for the LUMO energy is 0.48 eV. Its molecular weight is 337.42 u. For the HOMO-LUMO gap, the calculation gives 0.360 hartree. The calculation puts the HOMO energy at -9.3 eV. For the energy above the lowest of the compared OMol25 structures with the same formula, charge and spin, the calculation gives 44.1 kcal per mole. The value obtained for the largest force on an atom is 1.4 eV Å⁻¹. As for the structure (SMILES): NCOC(=O)OCc1ccccc1.c1ccccc1.c1ccccc1.

=====

# 5
Computed, not measured: a 14-piece molecular cluster, C42H92N12O18 overall, with ωB97M-V/def2-TZVPD.

The geometry in ORCA input format:
```
! wB97M-V def2-TZVPD RIJCOSX def2/J DEFGRID3
* xyz 0 1
C -1.402 1.395 6.074
C -2.158 0.852 4.864
O -3.363 0.304 5.440
C -3.435 0.560 6.688
O -4.401 0.334 7.433
O -2.370 1.203 7.099
H -1.313 2.481 6.075
H -0.580 0.765 6.415
H -1.589 0.092 4.328
H -2.432 1.634 4.156
C -2.958 -0.939 -6.756
C -3.612 -2.105 -6.200
O -3.447 -1.902 -4.810
C -3.253 -0.539 -4.603
O -3.276 -0.065 -3.509
O -2.975 0.053 -5.720
H -3.582 -0.678 -7.611
H -1.964 -1.141 -7.157
H -3.044 -2.997 -6.461
H -4.670 -2.135 -6.463
C -3.548 -5.522 -3.344
C -2.469 -4.633 -2.672
O -2.351 -4.589 -1.430
N -1.567 -4.066 -3.463
C -0.479 -3.089 -3.220
H -3.256 -6.165 -4.175
H -4.324 -4.900 -3.789
H -3.960 -6.115 -2.528
H -1.762 -4.191 -4.447
H 0.506 -3.550 -3.289
H -0.585 -2.803 -2.174
H -0.564 -2.193 -3.834
C 1.160 0.225 -5.396
C 1.439 -1.171 -5.922
O 2.195 -1.981 -5.313
N 0.794 -1.416 -7.075
C 1.093 -2.534 -7.920
H 1.954 0.703 -4.822
H 0.232 0.245 -4.825
H 1.109 0.993 -6.168
H 0.253 -0.645 -7.441
H 1.631 -3.328 -7.401
H 1.576 -2.037 -8.761
H 0.126 -2.964 -8.178
C 0.983 3.853 -2.543
C 0.652 3.425 -4.046
O 1.582 3.266 -4.835
N -0.619 3.286 -4.378
C -1.053 3.169 -5.780
H 1.576 3.153 -1.955
H 0.094 4.108 -1.966
H 1.567 4.768 -2.635
H -1.366 3.313 -3.699
H -2.106 2.910 -5.897
H -0.473 2.357 -6.218
H -0.902 4.121 -6.289
C 6.921 -3.076 0.020
C 6.072 -2.665 1.209
O 6.541 -1.791 2.030
N 4.774 -3.121 1.227
C 3.674 -2.795 2.142
H 6.820 -2.396 -0.826
H 6.958 -4.150 -0.163
H 7.961 -2.894 0.288
H 4.558 -3.596 0.362
H 4.016 -2.377 3.089
H 3.155 -3.730 2.353
H 2.853 -2.156 1.816
C -5.273 -0.126 0.708
C -4.181 -0.596 1.672
O -3.073 -0.124 1.674
N -4.536 -1.599 2.491
C -3.821 -2.152 3.606
H -6.236 -0.610 0.871
H -4.925 -0.250 -0.318
H -5.398 0.940 0.898
H -5.529 -1.784 2.525
H -3.863 -3.237 3.512
H -4.259 -1.843 4.555
H -2.809 -1.753 3.677
C 2.962 1.119 4.144
C 2.696 1.608 5.597
O 3.272 1.032 6.495
N 2.051 2.812 5.656
C 1.794 3.497 6.917
H 3.371 1.941 3.555
H 2.010 0.774 3.738
H 3.631 0.263 4.223
H 1.539 3.139 4.849
H 2.280 4.457 6.742
H 2.153 2.869 7.732
H 0.711 3.567 7.018
C -3.957 2.421 -0.830
C -3.251 3.559 -1.452
O -2.999 3.520 -2.653
N -2.984 4.604 -0.700
C -2.351 5.793 -1.252
H -3.252 1.597 -0.715
H -4.862 2.225 -1.405
H -4.386 2.684 0.137
H -3.457 4.741 0.181
H -3.107 6.545 -1.479
H -1.762 5.589 -2.146
H -1.754 6.142 -0.409
C 0.342 -1.059 1.719
C 0.451 -0.258 0.433
O 1.421 0.492 0.277
N -0.596 -0.223 -0.407
C -0.656 0.715 -1.592
H 1.108 -0.809 2.453
H 0.357 -2.136 1.550
H -0.566 -0.733 2.227
H -1.420 -0.789 -0.259
H -1.649 0.551 -2.011
H 0.142 0.589 -2.323
H -0.512 1.760 -1.316
C -2.035 -3.044 7.093
C -1.140 -2.833 5.853
O -0.507 -1.805 5.738
N -1.097 -3.762 4.881
C -0.246 -3.724 3.652
H -3.008 -2.566 6.982
H -1.454 -2.646 7.925
H -2.206 -4.110 7.242
H -1.801 -4.486 4.895
H -0.807 -3.562 2.731
H 0.176 -4.725 3.565
H 0.598 -3.039 3.729
C 3.078 3.880 0.448
C 4.259 3.027 0.740
O 5.340 3.564 0.880
N 4.097 1.751 0.766
C 5.104 0.811 1.189
H 2.280 3.298 -0.013
H 3.287 4.532 -0.401
H 2.736 4.426 1.327
H 3.187 1.354 0.580
H 5.977 1.283 1.640
H 5.447 0.120 0.419
H 4.719 0.215 2.017
C -1.258 5.714 4.183
C -0.812 4.464 3.475
O 0.242 3.973 3.794
N -1.554 4.011 2.483
C -1.131 3.015 1.438
H -2.221 6.032 3.783
H -0.634 6.537 3.837
H -1.255 5.797 5.270
H -2.437 4.467 2.300
H -0.671 3.498 0.576
H -2.020 2.438 1.180
H -0.346 2.330 1.758
C 2.869 -2.090 -1.632
C 3.603 -3.355 -2.109
O 4.124 -4.091 -1.267
N 3.732 -3.616 -3.424
C 4.762 -4.545 -3.984
H 1.821 -2.203 -1.354
H 2.893 -1.291 -2.373
H 3.396 -1.668 -0.776
H 3.437 -2.949 -4.123
H 5.595 -4.727 -3.305
H 5.116 -4.107 -4.917
H 4.273 -5.482 -4.252
*
```

The value obtained for the LUMO energy is -0.38 eV. Its molecular weight is 1053.26 u. For the HOMO-LUMO gap, the calculation gives 0.292 hartree. The calculation puts the HOMO energy at -8.3 eV. For the energy above the lowest of the compared OMol25 structures with the same formula, charge and spin, the calculation gives 28.0 kcal per mole. The value obtained for the largest force on an atom is 5.2 eV Å⁻¹.